[1]
Below is a structure of composition C23H22AgClN2O4 at a distorted geometry, with properties calculated with wB97M-V/def2-TZVPD.

```
53
Properties=species:S:1:pos:R:3:forces:R:3:mulliken_charge:R:1
Ag -0.19801 0.24126 -0.58430 0.50 -0.49 -0.43 0.297
O -3.80703 -1.46807 1.87946 0.07 -0.04 -0.22 -0.496
C -2.91775 -0.73252 1.13803 0.38 0.56 0.59 -0.042
O -2.87614 -0.80811 -0.05159 -0.05 -0.05 0.02 -0.462
C -2.06930 0.17808 2.02445 -0.57 -0.75 -0.52 0.493
C -2.17500 0.09476 3.39882 0.17 0.24 0.19 -0.430
C -1.39801 0.97013 4.15508 -0.18 -0.21 -0.04 -0.440
C -0.60648 1.88194 3.49618 0.14 0.18 -0.17 -0.582
C -0.55284 1.88634 2.09714 -0.13 -0.03 0.16 0.284
N -1.25614 1.00974 1.37911 -0.07 0.43 0.17 -0.116
C 0.35423 2.93267 1.38911 0.13 -0.28 0.30 0.337
O 0.76634 3.82662 2.15995 -0.03 0.12 -0.12 -0.801
O 0.59566 2.72532 0.19186 -0.07 0.06 -0.12 -0.543
H -4.26659 -2.00298 1.21619 -0.02 -0.02 0.03 0.350
H -2.83774 -0.62335 3.85467 -0.02 -0.03 0.00 0.448
H -1.43112 0.93612 5.23822 0.01 0.01 -0.01 0.387
H -0.00155 2.62066 4.00233 -0.01 -0.01 0.03 0.498
C 4.02026 1.61498 1.76487 0.01 -0.01 0.03 -0.875
N 3.75048 0.41241 0.99254 -0.08 0.01 0.01 -0.167
C 3.51750 0.78124 -0.40265 0.04 0.01 -0.01 -0.863
C 2.56095 -0.25136 1.55121 0.00 0.01 -0.05 0.239
C 2.18503 -1.53212 0.83968 0.02 0.10 0.06 0.570
C 3.00478 -2.64979 1.01946 -0.04 0.00 0.00 -0.719
C 2.71671 -3.84938 0.38511 -0.09 0.05 -0.05 -0.370
C 1.59624 -3.91031 -0.44228 0.07 0.01 0.07 -0.591
C 0.79871 -2.78440 -0.61736 0.01 0.04 -0.01 0.308
C 1.04859 -1.54614 0.00973 -0.06 -0.05 0.00 -0.921
H 4.90926 2.11751 1.37273 0.01 -0.02 -0.01 0.331
H 4.21321 1.34450 2.80730 0.00 0.00 0.00 0.293
H 3.18543 2.33297 1.74465 -0.01 0.00 -0.01 0.275
H 4.41937 1.25999 -0.79686 0.00 0.00 0.01 0.352
H 2.66961 1.47208 -0.51226 -0.01 0.01 0.00 0.260
H 3.30644 -0.10785 -0.99467 0.00 -0.02 0.02 0.303
H 1.68962 0.41842 1.49537 0.03 0.02 0.02 -0.684
H 2.77394 -0.43994 2.61110 0.01 -0.04 -0.01 0.736
H 3.88269 -2.56770 1.65668 0.00 0.00 0.00 0.328
H 3.35354 -4.71729 0.52556 0.00 -0.01 0.00 0.317
H 1.35335 -4.83571 -0.95891 0.00 -0.01 0.00 0.366
H -0.04619 -2.86276 -1.29766 -0.01 -0.01 0.01 0.283
Cl -1.54675 -2.16710 -4.04158 -0.03 0.06 0.01 -0.313
C -2.40218 -0.64166 -3.80276 0.02 -0.08 -0.01 0.511
C -3.75203 -0.62502 -4.09721 0.02 -0.10 -0.02 -0.527
C -4.50891 0.52796 -3.94205 0.13 0.08 0.05 -0.502
C -3.83566 1.66995 -3.47560 -0.08 -0.05 -0.02 -0.531
C -2.49759 1.64238 -3.17792 0.09 0.01 0.00 -0.419
C -1.67341 0.47324 -3.30664 -0.10 0.03 0.05 1.288
C -0.30990 0.47651 -2.94246 -0.23 0.32 -0.09 -2.588
H -4.20878 -1.54230 -4.45277 0.00 0.01 0.00 0.334
H -5.56826 0.53600 -4.16349 -0.01 0.01 -0.01 0.339
H -4.38203 2.59826 -3.33528 -0.01 0.00 0.00 0.320
H -2.01681 2.53367 -2.78781 0.00 0.00 0.00 0.300
H 0.14240 1.46617 -2.90073 0.07 -0.04 0.01 0.350
H 0.32786 -0.31603 -3.31178 -0.02 -0.06 0.08 0.479
```
Forces are in eV/Å.

largest force on an atom: 1.08 eV/A
energy: -51899.793 eV
HOMO: 0.0 eV
HOMO-LUMO gap: 0.1686 Ha
ΔE to the lowest compared entry with this formula, charge and spin: 0.0 kJ/mol
net charge: -2



[2]
Below is a cluster of 2 separate species, C23H22BFNO5 in total at a distorted geometry, with properties calculated with wB97M-V/def2-TZVPD.

```
53
Properties=species:S:1:pos:R:3:forces:R:3:mulliken_charge:R:1
C 2.79610 2.00381 -3.82153 0.54 0.39 -0.76 -1.394
C 2.34917 1.46455 -2.53873 -0.93 0.22 1.99 0.543
C 3.00165 1.43516 -1.33315 -0.27 -0.37 -0.30 -1.281
C 2.04219 1.06232 -0.34225 -0.75 -0.19 0.00 -0.331
C 0.81051 0.90043 -0.96540 -0.76 2.12 -0.38 0.383
B -0.85008 1.08146 -0.61182 2.78 -1.64 0.40 1.380
N -1.79647 2.28481 -1.03014 -1.90 0.52 -0.40 -0.053
C -1.32600 3.69442 -1.03486 0.03 0.46 -0.16 -0.770
C -2.47326 1.93061 -2.32468 -0.14 0.36 0.18 -0.225
C -2.29892 0.43173 -2.38796 0.56 -2.30 -0.22 0.317
O -2.70478 -0.30989 -3.24748 0.31 1.19 1.11 -0.581
O -1.56625 -0.02706 -1.29388 -1.05 1.05 -1.21 -0.642
C -2.86664 2.05957 0.04891 -0.30 0.19 -0.27 -0.677
C -2.04204 1.77533 1.26009 0.82 -0.08 2.33 0.477
O -2.27076 2.06398 2.41237 -0.07 -0.35 -1.48 -0.610
O -0.92279 1.11209 0.87398 -1.18 0.89 -0.76 -0.475
O 1.01296 1.18777 -2.32335 0.86 -0.27 -0.12 -0.261
H 3.42496 2.88263 -3.58679 -0.40 -0.23 -0.34 0.370
H 3.45517 1.31869 -4.36993 -0.31 0.00 0.05 0.300
H 1.95437 2.29287 -4.46443 0.30 -0.07 0.19 0.296
H 4.03544 1.73304 -1.17720 -0.26 -0.32 -0.02 0.459
H 2.26020 0.86800 0.71277 -0.24 0.41 -0.42 0.697
H -2.19395 4.36030 -0.91673 0.30 -0.22 -0.05 0.353
H -0.61659 3.88523 -0.22391 -0.13 -0.22 -0.14 0.299
H -0.86205 3.91149 -2.01124 -0.01 -0.20 0.56 0.315
H -3.55960 2.18795 -2.27632 0.90 -0.13 -0.18 0.277
H -2.00464 2.46950 -3.16565 -0.16 -0.50 0.32 0.358
H -3.57881 2.89188 0.12518 0.54 -0.04 0.04 0.479
H -3.46698 1.14434 -0.15668 0.60 0.55 -0.16 0.296
F 4.30467 -3.78596 0.53341 -1.48 0.32 -0.23 -0.302
C 3.00263 -3.49403 0.18452 1.29 0.58 0.39 -0.039
C 2.35577 -4.40357 -0.66565 -0.62 0.30 0.44 -0.394
C 1.10173 -4.03980 -1.16733 0.64 -0.11 0.02 -0.867
C 0.56862 -2.80985 -0.82241 -0.97 0.44 0.67 -0.414
C 1.09780 -2.05573 0.26239 1.24 0.88 -0.57 1.200
C 0.15942 -1.15089 0.89311 -1.43 -3.63 1.00 -0.885
C -0.21689 -1.19170 2.32771 -0.14 0.85 0.84 0.876
C -1.61265 -1.42050 2.55960 0.28 -0.13 -0.39 -0.306
C -2.17358 -1.60802 3.81956 0.23 0.30 -0.05 -0.700
C -1.39482 -1.42638 4.97567 -0.11 -0.28 -1.09 -0.472
C -0.02746 -1.19518 4.79288 0.55 0.40 -0.23 -0.720
C 0.56781 -1.06937 3.51780 0.15 -0.45 -0.32 -0.179
C 2.43546 -2.30849 0.66719 -0.31 -1.16 -0.08 0.050
H 2.79185 -5.38232 -0.87179 0.06 0.45 -0.04 0.467
H 0.55407 -4.71090 -1.82586 0.23 0.25 0.00 0.433
H -0.35822 -2.45417 -1.28114 0.19 -0.24 0.20 0.521
H -0.76072 -1.10008 0.28687 0.77 0.30 0.28 0.059
H -2.24975 -1.54708 1.68564 -0.01 0.14 0.14 0.359
H -3.23670 -1.84466 3.88875 0.34 0.12 0.01 0.393
H -1.87190 -1.49480 5.96092 0.47 0.04 -0.41 0.416
H 0.58989 -1.07280 5.68607 -0.04 -0.04 -0.42 0.402
H 1.66146 -0.90833 3.42933 -0.87 -0.02 0.23 0.314
H 2.96942 -1.62243 1.33356 -0.13 -0.55 -0.22 0.488
```
Forces are in eV/Å.

largest force on an atom: 4.03 eV/A
energy: -39322.842 eV
HOMO: -11.0 eV
HOMO-LUMO gap: 0.1998 Ha
ΔE to the lowest compared entry with this formula, charge and spin: 143.5 kJ/mol
net charge: +1



[3]
Below is a structure of composition C23H22BrN4O8SSeW at a distorted geometry, with properties calculated with wB97M-V/def2-TZVPD.

```
61
Properties=species:S:1:pos:R:3:forces:R:3:lowdin_spin:R:1
W 0.71306 -0.36383 -0.35018 0.65 0.71 1.22 1.708
O 2.97542 -0.51871 -0.31360 0.02 -0.02 0.07 0.006
C 3.73930 0.60738 -0.75354 0.02 -0.04 -0.02 0.002
C 2.99524 1.82661 -0.32220 0.04 0.03 -0.01 0.007
C 3.59791 3.07171 -0.25706 0.03 0.06 0.04 -0.001
C 2.87999 4.13914 0.24728 -0.02 -0.07 0.00 0.007
C 1.58536 3.92017 0.70463 0.03 0.04 -0.01 0.000
C 1.04721 2.66127 0.58054 -0.10 -0.04 0.09 0.010
N 1.72641 1.63513 0.04764 -0.18 -0.31 -0.05 0.005
H 3.13352 -1.26269 -0.94519 0.03 -0.03 0.06 0.001
H 3.87489 0.57059 -1.83488 -0.05 0.01 -0.01 0.001
H 4.71493 0.57556 -0.26726 0.03 0.00 -0.05 0.000
H 4.62363 3.18724 -0.58064 -0.01 -0.01 0.00 0.000
H 3.32954 5.12082 0.30918 -0.01 0.00 0.00 0.000
H 1.00130 4.71646 1.14317 -0.01 -0.02 0.00 0.000
H 0.04414 2.43265 0.91118 -0.04 0.05 -0.02 0.003
O -1.20059 -6.00151 0.22680 -0.06 -0.07 -0.03 0.000
C -2.19181 -5.22349 -0.17693 -0.12 0.07 0.19 0.000
O -3.30001 -5.62925 -0.39691 0.05 -0.03 -0.07 0.001
C -1.90492 -3.76253 -0.31023 -0.02 -0.04 -0.06 0.006
C -2.84128 -2.82761 -0.72359 0.00 -0.02 0.03 0.023
N -2.24298 -1.63529 -0.73369 -0.04 -0.04 0.05 0.003
N -0.97506 -1.72174 -0.33651 0.02 -0.02 -0.32 0.002
C -0.75327 -3.01340 -0.09652 0.11 0.11 0.07 0.019
C 0.65281 -3.32974 0.22800 0.05 -0.13 -0.01 0.008
O 1.03254 -4.44863 0.48791 0.03 0.01 0.08 0.021
O 1.40990 -2.26391 0.19233 -0.37 0.38 -0.35 0.028
H -0.35737 -5.51554 0.36707 0.08 0.01 -0.05 0.000
H -3.87348 -2.96516 -0.99998 0.01 0.01 -0.01 0.001
H -2.59585 -0.72984 -1.00856 -0.01 0.05 -0.04 0.001
Br -2.12868 0.39754 2.01367 0.09 -0.05 0.08 0.012
C -0.48428 -0.10525 2.77312 -0.14 0.07 -0.18 0.011
C -0.41084 -0.21482 4.14995 0.04 -0.01 0.10 -0.001
C 0.80223 -0.54528 4.72412 -0.06 0.01 -0.03 0.008
C 1.89418 -0.75340 3.89654 0.04 -0.01 -0.01 -0.001
C 1.72770 -0.63822 2.53531 0.02 -0.03 0.05 0.010
N 0.55119 -0.31413 1.95503 0.03 -0.14 -0.12 0.017
H -1.29514 -0.04281 4.74469 0.00 0.00 0.00 0.000
H 0.89077 -0.64179 5.79779 -0.01 0.00 0.00 0.000
H 2.86213 -1.01992 4.29499 0.00 0.00 -0.02 0.000
H 2.54774 -0.83298 1.86129 0.01 0.00 0.02 0.001
Se -0.93592 1.16933 -1.69051 -0.11 -0.10 0.22 -0.015
C -2.43931 1.96331 -0.77869 0.01 0.15 -0.18 0.006
C -2.31519 3.18429 -0.12020 -0.13 -0.01 0.03 -0.001
C -3.41854 3.77195 0.48216 0.02 0.01 0.01 0.001
C -4.66384 3.16277 0.41533 0.00 0.05 0.03 -0.003
C -4.81088 1.98425 -0.29853 0.03 -0.06 -0.05 0.000
C -3.70647 1.39921 -0.90668 -0.01 0.04 0.06 -0.002
H -1.36773 3.70305 -0.10284 0.05 -0.03 -0.01 0.000
H -3.30711 4.71924 0.99403 -0.01 0.00 -0.01 0.000
H -5.52219 3.62629 0.88252 0.00 -0.01 0.01 0.000
H -5.78753 1.53047 -0.40625 0.01 0.00 0.00 0.000
H -3.85678 0.52702 -1.53451 -0.04 0.01 0.01 0.000
C 1.49516 -0.95997 -4.74085 0.11 0.09 0.05 0.002
S 1.60689 -1.40622 -3.04978 -0.10 -0.03 0.31 0.015
O 0.50192 -2.27948 -2.74898 0.18 -0.04 -0.12 0.011
O 1.39931 -0.08131 -2.26314 -0.13 -0.62 -0.90 0.064
O 2.94248 -1.87313 -2.72809 -0.08 0.05 -0.07 0.003
H 0.54588 -0.44644 -4.87250 -0.01 -0.02 -0.05 0.000
H 1.50764 -1.90182 -5.28501 0.00 0.02 -0.07 0.001
H 2.33471 -0.33359 -5.03223 -0.01 -0.01 0.06 0.000
```
Forces are in eV/Å.

largest force on an atom: 1.56 eV/A
2S+1: 3
energy: -194595.114 eV
HOMO (alpha / beta): -11.1 / -11.5 eV
<S²>: 2.0171
HOMO-LUMO gap (alpha / beta): 0.2793 / 0.2799 Ha
ΔE to the lowest compared entry with this formula, charge and spin: 24.2 kJ/mol
net charge: +1